Record 1
Entry from the OMol25 dataset: a structure of composition C24H49Br2O12S in a non-equilibrium geometry (the ωB97M-V functional and the def2-TZVPD basis).

The geometry in XYZ format:
```
88
C24H49Br2O12S, DFT the ωB97M-V functional and the def2-TZVPD basis
C 0.1263 -2.5824 -0.2574
C 0.5389 -1.2673 -0.9257
Br -0.4490 -0.9074 -2.5350
C 0.4936 -0.0892 0.0507
Br 1.8856 1.2103 -0.2960
S -1.0055 0.9266 0.1162
C -2.4825 -0.0924 0.5069
O -2.6621 -1.1985 -0.2998
O -3.7802 -0.9544 -1.1557
H -0.7269 -3.0414 -0.7446
H -0.1716 -2.4255 0.7793
H 0.9358 -3.3051 -0.2597
H 1.5768 -1.3612 -1.2265
H 0.6509 -0.4297 1.0701
H -1.1685 1.2902 -1.1616
H -3.3318 0.5845 0.4258
H -2.3630 -0.3840 1.5509
H -3.3891 -0.8878 -2.0474
O 4.8470 -1.3707 2.2636
C 5.5092 -0.4089 1.9810
O 6.8468 -0.5068 2.0160
C 7.7175 0.5250 1.5376
C 7.9849 1.5796 2.5901
C 4.8504 0.9134 1.6513
H 7.3309 0.9536 0.6117
H 8.6398 0.0071 1.2833
H 7.0735 2.1062 2.8749
H 8.7016 2.3113 2.2178
H 8.3927 1.1168 3.4879
H 4.6413 1.4430 2.5803
H 3.9092 0.6681 1.1647
H 5.4281 1.5605 0.9944
O 1.5824 -5.6607 -0.6207
C 1.1706 -6.2632 0.3343
O 0.2158 -5.6816 1.0894
C -0.4815 -6.3732 2.1361
C 0.2747 -6.3382 3.4468
C 1.7431 -7.5974 0.7452
H -0.7232 -7.3896 1.8256
H -1.4255 -5.8400 2.2340
H 1.2316 -6.8541 3.3738
H -0.3115 -6.8139 4.2326
H 0.4772 -5.3076 3.7378
H 2.6309 -7.4189 1.3508
H 2.0386 -8.1278 -0.1555
H 1.0558 -8.2296 1.3004
O -2.2436 1.4955 3.3959
C -2.9998 2.4389 3.3823
O -4.3114 2.1860 3.2661
C -5.3158 3.2033 3.4181
C -5.5623 3.9570 2.1295
C -2.5033 3.8612 3.4205
H -5.0608 3.8675 4.2430
H -6.2100 2.6596 3.7144
H -4.6746 4.5010 1.8051
H -6.3718 4.6738 2.2616
H -5.8396 3.2633 1.3351
H -2.2457 4.1815 2.4125
H -1.6015 3.8902 4.0250
H -3.2104 4.5713 3.8389
O -4.2679 -0.8327 -4.2979
C -3.8709 -1.8033 -4.8938
O -2.7148 -1.7058 -5.5721
C -2.0371 -2.8421 -6.1333
C -2.5598 -3.1975 -7.5080
C -4.6547 -3.0925 -4.9412
H -2.0744 -3.6866 -5.4445
H -0.9961 -2.5318 -6.1984
H -3.6064 -3.4989 -7.4764
H -1.9800 -4.0180 -7.9298
H -2.4830 -2.3374 -8.1721
H -5.3799 -3.0270 -5.7514
H -5.1915 -3.1966 -4.0021
H -4.0450 -3.9807 -5.0795
O -0.7068 6.0612 1.5389
C 0.2018 6.0258 0.7532
O 1.1057 7.0128 0.7602
C 2.3078 6.9812 -0.0199
C 2.0875 7.4893 -1.4285
C 0.2900 4.9257 -0.2827
H 2.7478 5.9826 -0.0040
H 2.9944 7.6360 0.5120
H 1.3909 6.8586 -1.9818
H 3.0315 7.5155 -1.9722
H 1.6718 8.4957 -1.4020
H -0.3298 5.2003 -1.1358
H -0.1074 4.0190 0.1686
H 1.2976 4.7099 -0.6296
```

## Properties
* LUMO energy: -2.74 eV
* DFT total energy: -7392.61177 Eh
* charge: +1

Mulliken population analysis, charges in e, atoms 1 to 5:
1 C -1.3255
2 C 0.1093
3 Br -0.1436
4 C -0.7798
5 Br -0.0267

***

Record 2
Entry from the OMol25 dataset: a cluster of 3 separate species, C24H49N3O6 in total in a non-equilibrium geometry (the ωB97M-V functional and the def2-TZVPD basis).

The geometry in XYZ format:
```
82
C24H49N3O6, DFT the ωB97M-V functional and the def2-TZVPD basis
C -0.9151 -6.3852 0.4123
C -1.0142 -5.5298 -0.8646
C -0.2007 -4.2558 -0.6439
C 0.1867 -3.5204 -1.9165
N -0.7883 -2.5123 -2.3600
C -0.9078 -1.3182 -1.4944
C -2.2662 -1.4600 -0.7450
C -3.2770 -0.3151 -0.9202
C -4.2323 -0.2439 0.3007
C -5.6328 0.1492 -0.1208
N -6.3828 -1.0350 -0.5798
C -0.7367 -0.0544 -2.3704
C -0.0627 1.0746 -1.4846
C -0.9302 2.3412 -1.6018
C -1.0441 3.2440 -0.3723
O 0.0255 4.1687 -0.2546
C 1.1271 3.6494 0.4638
C 0.9034 3.5324 1.9857
C 0.0031 0.2957 -0.1536
O 0.0092 0.6820 0.9523
N 0.1217 -1.1245 -0.4679
H 0.0339 -6.9157 0.4044
H -1.7577 -7.0554 0.5285
H -0.8590 -5.7028 1.2535
H -2.0587 -5.2368 -0.9381
H -0.6828 -6.0709 -1.7421
H -0.7150 -3.6087 0.0552
H 0.7274 -4.5236 -0.1426
H 0.2567 -4.2515 -2.7140
H 1.1936 -3.0982 -1.8286
H -0.5127 -2.2151 -3.2875
H -2.1019 -1.6384 0.3138
H -2.7381 -2.3497 -1.1324
H -3.8602 -0.5068 -1.8152
H -2.8013 0.6574 -0.9867
H -3.8283 0.5025 0.9771
H -4.1927 -1.2122 0.7905
H -6.1322 0.5828 0.7539
H -5.6343 0.9342 -0.8668
H -6.6874 -1.5445 0.2399
H -7.2193 -0.7077 -1.0509
H -1.6353 0.2223 -2.9095
H 0.0123 -0.2565 -3.1372
H 0.9707 1.1339 -1.8060
H -0.4709 2.9641 -2.3668
H -1.9175 2.1244 -1.9746
H -1.9227 3.8670 -0.5309
H -1.2303 2.7081 0.5531
H 1.4899 2.6947 0.0831
H 1.9359 4.3573 0.3154
H 1.4407 4.3359 2.4808
H -0.1389 3.5512 2.2713
H 1.3532 2.6099 2.3269
H 1.0673 -1.2180 -0.8419
C 5.3266 -5.1048 0.6712
C 4.1484 -6.0560 0.7037
O 3.1825 -5.7377 -0.3018
C 3.2607 -6.1629 -1.5783
C 4.5416 -6.7944 -2.0748
O 2.3308 -5.9705 -2.3137
H 5.8683 -5.1652 -0.2732
H 6.0210 -5.3288 1.4814
H 4.9822 -4.0760 0.7794
H 4.4539 -7.1009 0.6286
H 3.6228 -5.9534 1.6518
H 5.1468 -6.0283 -2.5576
H 4.2831 -7.5565 -2.8062
H 5.1291 -7.2819 -1.3003
C 0.6797 7.6837 1.0247
C -0.1303 7.7200 2.3027
O 0.6756 7.4347 3.4499
C 1.4078 8.3626 4.0976
C 1.6120 9.7209 3.4634
O 1.9375 8.0726 5.1353
H 1.4621 8.4437 1.0198
H 0.0373 7.8444 0.1587
H 1.1701 6.7158 0.9197
H -0.6650 8.6629 2.4313
H -0.8855 6.9357 2.2762
H 2.5571 9.7172 2.9223
H 1.6600 10.4624 4.2575
H 0.8136 10.0251 2.7907
```

## Properties
* LUMO energy: 0.56 eV
* energy above the lowest of the compared OMol25 structures with the same formula, charge and spin: 0.000 eV
* DFT total energy: -1559.51538 Eh

Mulliken population analysis, charges in e, atoms 1 to 5:
1 C -1.2166
2 C -0.2724
3 C -0.4863
4 C -0.9609
5 N -0.3080